# 1
A structure of composition C41H46BaN3P in a non-equilibrium geometry. Source: OMol25; level of theory: ωB97M-V with the def2-TZVPD basis set.

Properties
HOMO energy (spin up / spin down) ... 0.0446 / 0.0456 Eh
Relative energy (zero: lowest compared OMol25 entry of this formula, charge and spin) ... 2.12 kJ/mol
DFT total energy ... -57707.919 eV
Net charge ... -2

Last column: Mulliken charge in e.
Atoms and positions in Å:
Ba (0.00, 1.16, -0.92)  0.9866
N (0.99, 4.06, 0.37)  0.1958
N (-1.66, 0.82, -3.11)  -0.5277
C (-0.38, -1.70, 1.22)  1.3436
C (-1.13, -0.52, 1.48)  -0.5704
C (-0.27, 0.40, 2.15)  -0.0066
C (-0.62, 1.76, 2.64)  -1.2530
H (-1.70, 1.86, 2.80)  0.3731
H (-0.31, 2.58, 1.96)  0.1709
H (-0.12, 1.96, 3.60)  0.3490
C (0.99, -0.23, 2.32)  1.5871
C (2.14, 0.30, 3.09)  -0.9799
H (2.20, -0.16, 4.09)  0.3337
H (2.06, 1.38, 3.23)  0.0036
H (3.09, 0.09, 2.58)  0.0510
C (0.93, -1.51, 1.72)  -0.3722
C (2.03, -2.49, 1.73)  -1.3083
H (2.98, -2.02, 1.44)  0.0412
H (1.84, -3.32, 1.03)  0.3792
H (2.18, -2.94, 2.73)  0.2212
C (-2.57, -0.31, 1.19)  -0.8012
H (-3.21, -0.62, 2.03)  0.2679
H (-2.90, -0.91, 0.32)  -0.1862
H (-2.81, 0.75, 0.98)  0.2470
C (-0.92, -2.95, 0.64)  -1.0582
H (-0.14, -3.49, 0.07)  0.2487
H (-1.75, -2.75, -0.05)  -0.0828
H (-1.30, -3.65, 1.41)  0.3118
C (2.00, 4.83, -0.06)  -0.7769
H (2.58, 5.29, 0.73)  0.6275
C (2.31, 4.99, -1.41)  -0.5821
H (3.22, 5.52, -1.66)  0.4166
C (1.50, 4.35, -2.35)  -0.4215
H (1.85, 4.30, -3.37)  0.4081
C (0.28, 3.84, -1.97)  -0.5055
H (-0.51, 3.46, -2.64)  0.5046
C (-0.04, 4.03, -0.58)  -0.4595
C (-1.01, 4.48, 0.27)  -0.8434
H (-1.98, 4.09, 0.54)  0.1860
C (-1.35, -0.44, -3.34)  -0.0485
C (-3.03, 0.95, -3.48)  -0.9740
H (-3.63, 1.85, -3.42)  0.3670
C (-3.48, -0.26, -3.91)  -0.5064
H (-4.38, -0.62, -4.39)  0.6840
N (-2.45, -1.18, -3.62)  0.1306
C (-2.58, -2.48, -3.16)  0.3336
C (-3.78, -3.02, -2.64)  1.0279
C (-3.82, -4.40, -2.44)  -1.1483
H (-4.76, -4.85, -2.11)  0.2335
C (-2.67, -5.20, -2.58)  0.9759
C (-2.78, -6.70, -2.56)  -1.3946
H (-1.84, -7.15, -2.19)  0.3522
H (-2.94, -7.09, -3.59)  0.2572
H (-3.62, -7.05, -1.94)  0.3376
C (-1.43, -4.57, -2.76)  -0.8150
H (-0.51, -5.17, -2.71)  0.2230
C (-1.37, -3.20, -3.01)  0.9401
C (-0.11, -2.48, -3.00)  -1.0384
H (-0.35, -1.22, -3.36)  0.3164
H (0.66, -2.97, -3.62)  0.2874
H (0.29, -2.39, -1.97)  -0.2140
C (-4.89, -2.15, -2.18)  -1.5254
H (-5.34, -1.56, -2.97)  0.3136
H (-4.57, -1.49, -1.38)  0.1490
H (-5.67, -2.80, -1.77)  0.3887
C (4.54, 1.69, -1.53)  -1.6303
P (4.02, 1.61, 0.22)  1.3301
C (5.36, 0.57, 0.96)  0.2986
C (5.51, -0.77, 0.53)  -0.7604
C (6.49, -1.58, 1.10)  -0.5156
C (7.35, -1.08, 2.08)  -0.4018
C (7.21, 0.25, 2.51)  -0.6383
C (6.20, 1.05, 1.97)  -0.1350
C (4.51, 3.28, 0.79)  0.4924
C (5.24, 4.18, -0.01)  -0.6090
C (5.48, 5.48, 0.43)  -0.4737
C (4.99, 5.92, 1.66)  -0.4621
C (4.29, 5.03, 2.48)  -0.6312
C (4.07, 3.72, 2.06)  -0.1872
H (4.36, 0.73, -2.03)  0.3999
H (5.62, 1.93, -1.58)  0.4290
H (3.97, 2.47, -2.05)  0.4578
H (4.86, -1.17, -0.26)  0.2206
H (6.59, -2.62, 0.77)  0.3561
H (8.12, -1.71, 2.52)  0.3359
H (7.88, 0.66, 3.26)  0.3708
H (6.07, 2.07, 2.34)  0.3156
H (5.62, 3.87, -0.98)  0.1830
H (6.06, 6.16, -0.20)  0.3219
H (5.16, 6.95, 1.98)  0.2976
H (3.89, 5.36, 3.44)  0.3555
H (3.52, 3.03, 2.71)  0.1083


# 2
A cluster of 5 separate species, C41H46BrCl2F32N2O11PS in total in a non-equilibrium geometry. Source: OMol25; level of theory: ωB97M-V with the def2-TZVPD basis set.

Properties
HOMO energy ... -0.3235 Eh
DFT total energy ... -270914.132 eV
Net charge ... 0

Last column: Mulliken charge in e.
Atoms and positions in Å:
N (0.57, -4.91, -3.49)  -0.8938
P (0.51, -3.65, -4.54)  0.8306
C (-1.20, -2.93, -4.91)  0.2203
Cl (-2.39, -4.40, -4.92)  0.0905
C (-1.72, -1.67, -3.94)  -0.4356
C (-3.35, -1.65, -3.79)  -0.5631
C (-4.30, -1.54, -5.09)  0.1191
O (-4.73, -2.48, -5.93)  -0.5037
O (-4.95, -0.21, -5.36)  -0.5291
C (-1.19, -2.13, -2.46)  0.0190
C (-1.98, -1.60, -1.14)  -0.1311
O (-3.13, -2.16, -0.67)  -0.5949
Br (-1.32, -0.10, 0.09)  -0.0303
C (-1.07, -0.20, -4.46)  2.6173
C (-1.41, 0.95, -3.28)  -0.0307
C (-1.61, 2.48, -3.76)  -0.6513
C (-0.25, 3.45, -3.57)  -0.3607
N (0.13, 3.51, -2.11)  -0.4095
C (0.57, -0.15, -4.44)  -0.4832
O (1.31, -0.68, -5.55)  0.5180
C (2.63, -0.08, -5.76)  0.3115
C (2.98, 1.48, -6.10)  0.1068
C (4.51, 2.03, -6.36)  -0.5850
C (5.83, 1.01, -6.33)  -0.4478
C (5.49, -0.59, -5.97)  -0.4758
C (3.94, -1.12, -5.70)  -0.3965
C (-1.57, 0.21, -5.95)  -1.3055
C (-0.66, 1.36, -6.76)  0.9581
C (-1.55, 2.27, -7.80)  -0.7066
C (-1.51, 3.85, -7.35)  -0.1653
Cl (-2.14, 4.85, -8.82)  -0.2217
O (-1.84, -0.79, -6.94)  -0.3425
S (-1.30, -2.34, -6.72)  1.5043
O (0.06, -2.56, -7.50)  -0.6799
O (-2.29, -3.26, -7.55)  -0.7142
H (-0.40, -5.06, -3.17)  0.2584
H (1.46, -2.71, -3.93)  0.0703
H (1.07, -4.21, -5.77)  0.1312
H (-3.78, -0.81, -3.06)  0.3419
H (-3.67, -2.64, -3.20)  0.6366
H (-4.74, 0.03, -6.33)  0.3558
H (-0.05, -2.01, -2.26)  -0.0830
H (-1.40, -3.30, -2.43)  0.4403
H (-0.50, 0.97, -2.50)  -0.5588
H (-2.34, 0.69, -2.62)  0.4787
H (-2.10, 2.67, -4.80)  -0.2823
H (-2.37, 2.98, -2.98)  0.4292
H (-0.63, 4.53, -3.89)  0.3524
H (0.61, 3.18, -4.31)  0.0507
H (0.91, 4.18, -1.92)  0.2650
H (-0.70, 3.89, -1.57)  0.2264
H (0.84, 1.02, -4.38)  0.2090
H (1.05, -0.58, -3.44)  -1.0932
H (2.10, 2.27, -6.16)  0.0692
H (4.74, 3.15, -6.60)  0.3106
H (6.94, 1.39, -6.55)  0.2921
H (6.40, -1.36, -5.95)  0.2869
H (3.76, -2.26, -5.48)  0.2567
H (-2.60, 0.80, -5.78)  0.3862
H (0.15, 0.80, -7.43)  0.4620
H (-0.07, 2.07, -6.05)  -1.0256
H (-1.04, 2.23, -8.88)  0.3785
H (-2.64, 1.80, -7.81)  0.2458
H (-0.44, 4.25, -7.09)  0.2472
H (-2.26, 4.10, -6.45)  0.2293
F (3.19, 0.88, -0.12)  -0.2355
C (2.95, 0.36, -1.35)  0.0577
F (1.63, 0.54, -1.60)  -0.2296
C (3.31, -1.12, -1.44)  1.0811
F (2.52, -1.87, -0.62)  -0.1860
F (3.03, -1.56, -2.71)  -0.0235
C (4.78, -1.45, -1.16)  -1.3085
O (5.09, -1.89, 0.17)  -0.2274
C (5.29, -0.84, 1.12)  0.6745
F (5.39, 0.34, 0.47)  -0.2794
F (6.52, -1.07, 1.67)  -0.2954
C (4.23, -0.83, 2.23)  0.4798
F (2.98, -0.70, 1.72)  -0.1516
F (4.41, 0.22, 3.07)  -0.2912
H (3.51, 0.94, -2.09)  0.2745
H (5.03, -2.32, -1.79)  0.4873
H (5.46, -0.66, -1.50)  0.4101
H (4.26, -1.75, 2.81)  -0.0098
F (-2.56, 1.56, 4.12)  -0.2139
C (-2.35, 1.77, 2.80)  -0.0032
F (-1.02, 2.03, 2.67)  -0.2050
C (-3.18, 2.93, 2.26)  1.0094
F (-2.83, 4.11, 2.83)  -0.2812
F (-2.89, 3.07, 0.92)  -0.2453
C (-4.70, 2.75, 2.38)  -0.8519
O (-5.33, 3.38, 3.50)  -0.4180
C (-5.29, 2.63, 4.72)  0.7587
F (-4.87, 1.37, 4.45)  -0.2598
F (-6.58, 2.53, 5.13)  -0.2962
C (-4.45, 3.32, 5.80)  0.2735
F (-3.17, 3.54, 5.40)  -0.2358
F (-4.38, 2.55, 6.92)  -0.2567
H (-2.56, 0.85, 2.26)  0.0588
H (-5.14, 3.25, 1.51)  0.4548
H (-5.01, 1.70, 2.27)  0.3533
H (-4.88, 4.29, 6.08)  0.1988
F (4.47, -5.90, 1.02)  -0.2124
C (3.30, -5.23, 0.97)  -0.0657
F (3.57, -4.02, 0.40)  -0.2428
C (2.67, -5.04, 2.34)  1.0260
F (3.44, -4.26, 3.14)  -0.2764
F (1.49, -4.35, 2.18)  -0.3370
C (2.33, -6.35, 3.08)  -0.8031
O (3.29, -6.79, 4.04)  -0.4175
C (4.38, -7.54, 3.52)  0.7240
F (4.11, -7.87, 2.23)  -0.2633
F (4.39, -8.71, 4.21)  -0.2970
C (5.73, -6.83, 3.68)  0.1870
F (5.73, -5.61, 3.08)  -0.1701
F (6.73, -7.54, 3.10)  -0.2580
H (2.62, -5.76, 0.29)  0.3161
H (1.43, -6.14, 3.67)  0.4010
H (2.02, -7.15, 2.40)  0.3713
H (5.97, -6.69, 4.74)  0.2367
F (-1.35, 2.73, 11.83)  -0.2173
C (-1.14, 2.94, 10.51)  0.0762
F (0.19, 3.20, 10.37)  -0.2789
C (-1.97, 4.10, 9.96)  0.8968
F (-1.62, 5.28, 10.54)  -0.2818
F (-1.68, 4.24, 8.63)  -0.3057
C (-3.49, 3.92, 10.08)  -0.5190
O (-4.12, 4.55, 11.20)  -0.4309
C (-4.08, 3.80, 12.42)  0.7106
F (-3.66, 2.54, 12.16)  -0.2680
F (-5.37, 3.70, 12.83)  -0.2931
C (-3.24, 4.49, 13.51)  0.2139
F (-1.96, 4.71, 13.10)  -0.2086
F (-3.17, 3.72, 14.63)  -0.2539
H (-1.35, 2.02, 9.96)  0.2862
H (-3.93, 4.42, 9.21)  0.2795
H (-3.80, 2.87, 9.97)  0.3680
H (-3.67, 5.46, 13.78)  0.2345


# 3
A structure of composition C41H46BrCoN6O2P. Source: OMol25; level of theory: ωB97M-V with the def2-TZVPD basis set.

Properties
HOMO energy (spin up / spin down) ... -0.3535 / -0.3539 Eh
DFT total energy ... -173251.346 eV
Net charge ... +1

Last column: Mulliken charge in e.
Atoms and positions in Å:
Co (-0.27, -0.42, -0.61)  -0.3093
C (-3.00, -4.36, -2.69)  -1.3162
N (-2.35, -3.09, -2.43)  0.6054
C (-2.63, -2.04, -3.41)  -0.7661
C (-1.73, -2.81, -1.27)  -0.6866
N (-1.79, -1.59, -0.71)  1.7422
C (-3.01, -0.90, -0.81)  -0.9675
C (-4.24, -1.53, -0.71)  -0.3570
C (-5.42, -0.83, -0.93)  -1.0440
C (-5.35, 0.52, -1.27)  -0.8183
C (-4.13, 1.17, -1.30)  -0.5130
C (-2.95, 0.49, -1.01)  0.3403
N (-1.65, 1.03, -1.03)  0.8336
C (-1.46, 2.34, -1.01)  -0.7799
N (-2.20, 3.19, -0.26)  0.7160
C (-2.88, 2.76, 0.95)  -1.3493
C (-2.59, 4.51, -0.74)  -1.3402
N (-0.47, 2.87, -1.77)  0.5084
C (-0.08, 2.23, -3.03)  -0.7980
C (0.24, 4.09, -1.43)  -1.0355
N (-1.04, -3.78, -0.66)  0.2309
C (-0.69, -3.70, 0.74)  -1.1993
C (-0.37, -4.84, -1.40)  -1.2561
H (-4.06, -4.18, -2.89)  0.3678
H (-2.91, -5.01, -1.83)  0.4071
H (-2.57, -4.86, -3.56)  0.3873
H (-3.67, -1.71, -3.36)  0.2528
H (-2.43, -2.44, -4.40)  0.4414
H (-1.98, -1.19, -3.23)  0.0055
H (-4.28, -2.59, -0.48)  0.5279
H (-6.37, -1.33, -0.87)  0.4178
H (-6.26, 1.07, -1.49)  0.4345
H (-4.10, 2.22, -1.58)  0.5229
H (-2.48, 1.81, 1.28)  0.3528
H (-3.96, 2.65, 0.78)  0.4381
H (-2.73, 3.51, 1.72)  0.4403
H (-2.27, 4.65, -1.77)  0.4345
H (-2.18, 5.31, -0.12)  0.3360
H (-3.68, 4.59, -0.71)  0.4103
H (-0.71, 2.59, -3.84)  0.3180
H (-0.15, 1.16, -2.94)  -0.1300
H (0.96, 2.49, -3.24)  0.4416
H (0.00, 4.90, -2.12)  0.3752
H (1.31, 3.90, -1.47)  0.3466
H (-0.02, 4.41, -0.42)  0.2874
H (-1.33, -2.97, 1.24)  0.2975
H (0.35, -3.39, 0.86)  0.1641
H (-0.83, -4.68, 1.20)  0.5476
H (-0.78, -5.82, -1.15)  0.2950
H (0.69, -4.83, -1.14)  0.4860
H (-0.45, -4.67, -2.47)  0.3653
C (-0.01, 3.31, 4.66)  -0.7710
C (0.22, 2.01, 5.08)  -0.8172
C (0.38, 0.99, 4.15)  -0.5959
C (0.29, 1.27, 2.79)  0.6014
C (0.05, 2.57, 2.38)  0.3918
C (-0.09, 3.59, 3.31)  -0.9778
P (0.48, -0.02, 1.51)  0.1226
C (1.63, -1.21, 2.23)  1.6551
C (1.09, -2.04, 3.21)  -0.7146
C (1.86, -3.04, 3.79)  -0.9425
C (3.18, -3.23, 3.38)  -0.7277
C (3.71, -2.42, 2.39)  -0.9040
C (2.94, -1.42, 1.81)  -0.6930
C (1.09, -1.69, -1.13)  1.1737
C (2.16, -2.57, -1.23)  -1.2513
C (2.65, -2.77, -2.52)  -0.8900
C (2.09, -2.13, -3.62)  -1.1049
C (1.02, -1.24, -3.48)  -0.5622
C (0.57, -1.08, -2.19)  1.2152
H (-0.11, 4.11, 5.39)  0.4275
H (0.30, 1.79, 6.14)  0.4554
H (0.61, 0.00, 4.51)  0.4253
H (-0.01, 2.80, 1.33)  0.1403
H (-0.26, 4.61, 2.97)  0.5336
H (0.06, -1.92, 3.53)  0.5156
H (1.43, -3.67, 4.56)  0.4644
H (3.78, -4.00, 3.84)  0.4277
H (4.72, -2.58, 2.05)  0.4937
H (3.37, -0.84, 1.01)  0.4860
H (2.61, -3.08, -0.38)  0.6316
H (3.49, -3.44, -2.67)  0.4427
H (2.51, -2.31, -4.61)  0.4239
H (0.61, -0.73, -4.35)  0.5410
Br (4.43, 2.46, 4.56)  -0.1698
C (4.54, 2.36, 2.67)  -0.7050
C (5.68, 2.77, 2.02)  -0.2887
C (5.74, 2.69, 0.63)  -0.8000
C (4.67, 2.20, -0.08)  -1.1704
C (3.51, 1.79, 0.59)  0.3630
C (3.45, 1.87, 1.97)  1.1368
C (2.41, 1.29, -0.28)  0.2376
O (2.44, 1.35, -1.47)  -0.5926
O (1.21, 0.85, 0.29)  0.4273
H (6.52, 3.15, 2.58)  0.4418
H (6.64, 3.00, 0.11)  0.4385
H (4.70, 2.13, -1.16)  0.5008
H (2.58, 1.56, 2.52)  0.1524


# 4
A structure of composition C41H46BrF4NO3PSScSi in a non-equilibrium geometry. Source: OMol25; level of theory: ωB97M-V with the def2-TZVPD basis set.

Properties
HOMO energy ... -0.2513 Eh
Relative energy (zero: lowest compared OMol25 entry of this formula, charge and spin) ... 172.64 kJ/mol
DFT total energy ... -180513.743 eV
Net charge ... 0

Last column: Mulliken charge in e.
Atoms and positions in Å:
Sc (0.19, 0.33, -0.60)  -1.5118
F (-4.62, -5.30, -3.01)  -0.2931
C (-4.04, -4.39, -2.24)  0.4388
C (-4.66, -3.94, -1.08)  0.2571
F (-5.86, -4.42, -0.73)  -0.2958
C (-4.04, -2.98, -0.29)  0.2345
F (-4.68, -2.62, 0.83)  -0.4297
C (-2.80, -2.43, -0.61)  -0.3421
P (-2.00, -1.04, 0.40)  1.3123
C (-3.55, -0.21, 0.86)  0.4213
C (-4.49, 0.08, -0.13)  -0.5087
C (-5.59, 0.86, 0.16)  -1.0994
C (-5.76, 1.38, 1.44)  -0.7139
C (-4.82, 1.11, 2.42)  -1.0784
C (-3.72, 0.32, 2.14)  -0.2300
C (-1.61, -2.20, 1.78)  1.0585
C (-2.51, -2.55, 2.79)  -0.3030
C (-2.15, -3.47, 3.75)  -0.9265
C (-0.89, -4.06, 3.72)  -0.9085
C (0.00, -3.73, 2.71)  -0.4353
C (-0.35, -2.79, 1.75)  -0.8084
C (-2.18, -2.92, -1.76)  0.2430
Br (-0.43, -2.30, -2.24)  -0.0819
C (-2.78, -3.89, -2.56)  0.1507
F (-2.16, -4.34, -3.65)  -0.3258
H (-4.37, -0.33, -1.12)  0.6563
H (-6.32, 1.08, -0.61)  0.4652
H (-6.61, 2.01, 1.66)  0.4123
H (-4.94, 1.52, 3.41)  0.4394
H (-2.97, 0.13, 2.89)  0.5911
H (-3.50, -2.12, 2.81)  0.3948
H (-2.85, -3.75, 4.52)  0.4547
H (-0.61, -4.79, 4.47)  0.4209
H (0.96, -4.21, 2.66)  0.6838
H (0.35, -2.52, 0.97)  -0.0680
C (-1.12, 3.51, 0.28)  -1.6281
C (-0.87, 2.00, 0.36)  1.2952
O (-1.53, 1.39, 1.23)  -0.5782
H (-1.57, 3.91, 1.19)  0.3511
H (-1.83, 3.65, -0.54)  0.3731
H (-0.21, 4.05, 0.02)  0.2914
C (3.83, 2.85, -3.76)  -0.8981
C (3.61, 2.64, -2.40)  -0.5254
C (2.39, 2.17, -1.96)  0.1873
C (1.37, 1.86, -2.86)  -0.1864
C (1.62, 2.04, -4.23)  -0.1991
C (2.83, 2.54, -4.67)  -0.6251
N (0.15, 1.38, -2.40)  0.5213
C (-0.99, 1.99, -2.87)  -0.2051
C (-2.24, 1.36, -2.69)  0.5339
C (-3.41, 1.98, -3.08)  -0.7539
C (-3.39, 3.24, -3.66)  -0.7832
C (-2.18, 3.88, -3.83)  -0.8101
C (-1.00, 3.28, -3.44)  -0.0545
H (4.77, 3.25, -4.10)  0.3825
H (4.39, 2.88, -1.69)  0.4089
H (2.20, 2.03, -0.89)  0.4492
H (0.85, 1.78, -4.94)  0.5219
H (3.00, 2.69, -5.72)  0.3985
H (-2.26, 0.36, -2.25)  0.1987
H (-4.36, 1.48, -2.92)  0.3949
H (-4.31, 3.71, -3.96)  0.3939
H (-2.15, 4.87, -4.26)  0.3906
H (-0.07, 3.81, -3.56)  0.4080
C (3.54, -2.36, 3.00)  -0.4293
C (3.37, -1.21, 3.98)  -0.6351
C (2.03, -0.52, 3.78)  -0.6078
S (2.05, 0.43, 2.18)  0.7348
O (0.82, -0.02, 1.45)  -0.4122
C (1.48, 2.06, 2.86)  -0.1006
C (2.61, 3.02, 3.13)  -0.7577
C (3.27, 3.49, 1.84)  -0.9441
H (4.56, -2.73, 3.02)  0.4741
H (3.31, -2.03, 1.99)  -0.2742
H (2.88, -3.18, 3.27)  0.2012
H (4.16, -0.48, 3.85)  0.2419
H (3.43, -1.59, 5.01)  0.4306
H (1.80, 0.15, 4.60)  0.5135
H (1.22, -1.25, 3.68)  0.0240
H (0.88, 1.86, 3.74)  0.6671
H (0.83, 2.44, 2.07)  -0.3359
H (3.35, 2.56, 3.80)  0.2720
H (2.21, 3.89, 3.66)  0.4395
H (3.75, 2.66, 1.33)  0.1782
H (4.04, 4.24, 2.05)  0.4767
H (2.53, 3.93, 1.18)  0.1772
C (3.45, -1.32, -3.13)  -1.0285
Si (3.17, -1.41, -1.24)  0.4330
C (4.67, -0.61, -0.38)  -0.9224
C (3.07, -3.26, -0.72)  -1.0510
O (1.81, -0.69, -0.86)  0.9912
H (4.33, -1.86, -3.43)  0.4400
H (3.56, -0.29, -3.44)  0.1700
H (2.59, -1.73, -3.66)  0.2380
H (5.59, -1.11, -0.66)  0.5077
H (4.60, -0.63, 0.71)  0.2370
H (4.77, 0.43, -0.68)  0.1669
H (4.03, -3.75, -0.79)  0.4561
H (2.38, -3.79, -1.38)  0.3645
H (2.70, -3.39, 0.29)  0.1363